Entry 1:
{"formula": "C5H16NO", "method": "ωB97M-V/def2-TZVPD", "elements": ["C", "C", "C", "C", "C", "N", "H", "H", "H", "H", "H", "H", "H", "H", "H", "H", "H", "H", "H", "H", "H", "H", "O"], "coordinates": [[-1.600, -0.043, 0.225], [-0.007, -0.341, 0.063], [0.057, -1.841, -0.272], [0.899, 0.048, 1.178], [2.274, -0.612, 1.344], [-2.141, 0.425, -1.130], [-2.063, -0.894, 0.673], [-1.835, 0.807, 0.883], [0.371, 0.187, -0.915], [1.062, -1.946, -0.810], [-0.510, -1.916, -1.193], [-0.216, -2.540, 0.422], [0.366, -0.222, 2.104], [1.100, 1.076, 1.170], [2.944, -0.191, 0.593], [2.432, -1.670, 1.279], [2.676, -0.090, 2.185], [-3.047, 0.917, -1.021], [-2.082, -0.388, -1.785], [-1.636, 1.171, -1.741], [-0.299, 3.201, -1.049], [1.028, 2.417, -1.429], [0.228, 2.444, -0.772]], "orbital_gap_ha": 0.390, "largest_force_ev_per_a": 5.7, "e_homo_ev": -14.309, "total_charge": 1}

---

Entry 2:
{"formula": "C5H16NO2", "method": "ωB97M-V/def2-TZVPD", "elements": ["C", "C", "C", "C", "C", "N", "H", "H", "H", "H", "H", "H", "H", "H", "H", "H", "H", "H", "H", "H", "O", "H", "H", "O"], "coordinates": [[1.201, 1.738, 0.258], [1.765, 0.646, 1.248], [1.347, -0.829, 0.793], [-0.005, -1.292, 1.482], [-2.031, -2.434, 0.765], [-0.726, -2.334, 0.755], [1.927, 1.991, -0.597], [0.289, 1.332, -0.332], [0.936, 2.686, 0.600], [2.881, 0.772, 1.479], [1.329, 0.651, 2.243], [1.140, -0.806, -0.269], [2.017, -1.608, 1.016], [0.520, -1.572, 2.525], [-0.709, -0.427, 1.555], [-2.539, -3.198, 0.159], [-2.684, -1.850, 1.524], [-0.197, -2.676, -0.171], [-2.103, 1.313, -1.960], [-1.425, 1.873, -0.719], [-1.590, 1.081, -1.194], [-0.618, 1.004, -4.135], [-0.348, 2.426, -3.696], [-0.375, 1.513, -3.330]], "orbital_gap_ha": [0.212, 0.379], "largest_force_ev_per_a": 6.2, "multiplicity": 2, "e_homo_ev": [-5.294, -9.835]}

---

Entry 3:
{"formula": "C5H16NO2", "method": "ωB97M-V/def2-TZVPD", "elements": ["C", "C", "C", "C", "C", "N", "H", "H", "H", "H", "H", "H", "H", "H", "H", "H", "H", "H", "H", "H", "O", "H", "H", "O"], "coordinates": [[-1.731, 1.658, 0.512], [-1.543, 0.132, 0.787], [0.013, -0.318, 0.447], [-0.017, -1.663, -0.067], [0.975, 0.093, 1.540], [-1.238, 2.056, -0.781], [-2.778, 1.833, 0.774], [-1.108, 2.211, 1.208], [-2.235, -0.301, 0.064], [-1.870, -0.137, 1.789], [-0.276, -2.471, 0.616], [0.608, -1.905, -0.936], [0.660, -0.548, 2.369], [2.004, -0.097, 1.245], [0.822, 1.150, 1.773], [-0.080, 0.273, -0.470], [-1.893, 2.007, -1.546], [-0.650, 2.869, -0.806], [5.591, -0.939, -1.319], [5.088, 0.532, -1.125], [5.545, -0.200, -0.712], [-1.481, -1.947, -1.172], [-2.093, -2.192, -2.565], [-2.314, -2.098, -1.623]], "orbital_gap_ha": 0.200, "largest_force_ev_per_a": 4.7, "e_homo_ev": -13.267, "total_charge": 1}

---

Entry 4:
{"formula": "C5H16NO2", "method": "ωB97M-V/def2-TZVPD", "elements": ["C", "C", "C", "C", "C", "N", "H", "H", "H", "H", "H", "H", "H", "H", "H", "H", "H", "H", "H", "H", "O", "H", "H", "O"], "coordinates": [[0.187, -2.315, -2.642], [1.307, -1.294, -2.600], [1.562, -0.714, -1.182], [0.344, -0.553, -0.321], [0.008, 0.659, 0.070], [-1.086, 0.876, 1.083], [0.475, -3.238, -2.165], [-0.824, -1.996, -2.365], [-0.122, -2.515, -3.678], [2.195, -1.835, -2.908], [1.196, -0.407, -3.212], [2.233, -1.363, -0.621], [2.117, 0.213, -1.288], [-0.222, -1.447, -0.156], [0.462, 1.601, -0.192], [-1.893, 0.321, 0.803], [-0.769, 0.643, 2.027], [-1.307, 1.877, 1.082], [-0.398, -0.060, 4.552], [0.552, -0.942, 3.816], [0.024, -0.139, 3.683], [-1.516, 4.210, 2.696], [-2.555, 4.553, 1.595], [-1.969, 3.867, 1.923]], "orbital_gap_ha": 0.404, "largest_force_ev_per_a": 2.1, "e_homo_ev": -13.853, "total_charge": 1}

---

Entry 5:
{"formula": "C5H16NO2", "method": "ωB97M-V/def2-TZVPD", "elements": ["C", "C", "C", "C", "C", "N", "H", "H", "H", "H", "H", "H", "H", "H", "H", "H", "H", "H", "H", "H", "O", "H", "H", "O"], "coordinates": [[-1.425, -0.519, -0.047], [-0.813, -1.125, -1.312], [0.641, -1.448, -1.321], [1.504, -0.740, -2.045], [1.093, -2.477, -0.313], [-0.466, 0.344, 0.719], [-2.311, 0.050, -0.297], [-1.852, -1.300, 0.581], [-1.144, -0.602, -2.208], [-1.418, -2.035, -1.437], [1.171, 0.066, -2.681], [2.563, -0.941, -2.002], [0.241, -2.977, 0.146], [1.909, -3.128, -0.620], [1.599, -1.989, 0.538], [-0.981, 0.990, 1.298], [-0.040, -0.187, 1.439], [0.265, 0.627, 0.060], [-0.264, 0.559, 4.397], [-1.101, -0.420, 3.569], [-0.512, 0.339, 3.493], [-0.275, 4.332, -1.202], [1.123, 4.717, -0.583], [0.259, 4.324, -0.406]], "orbital_gap_ha": 0.374, "largest_force_ev_per_a": 1.9, "e_homo_ev": -13.278, "total_charge": 1}

---

Entry 6:
{"formula": "C5H16NO3", "method": "ωB97M-V/def2-TZVPD", "elements": ["C", "C", "C", "N", "C", "C", "O", "H", "H", "H", "H", "H", "H", "H", "H", "H", "H", "H", "H", "H", "H", "O", "H", "H", "O"], "coordinates": [[-0.062, 0.436, 2.099], [0.491, -0.900, 1.761], [-1.138, 0.941, 1.003], [-0.798, 0.863, -0.391], [-1.424, -0.365, -0.977], [-0.406, -1.486, -1.211], [0.821, -0.957, -1.352], [0.830, 1.231, 2.062], [-0.463, 0.546, 3.204], [0.186, -1.780, 2.212], [1.663, -1.047, 1.989], [0.620, -0.882, 0.575], [-2.152, 0.574, 1.281], [-1.342, 2.056, 1.380], [0.177, 0.717, -0.631], [-2.541, -0.656, -0.463], [-1.678, 0.038, -1.903], [-0.606, -2.144, -2.034], [-0.470, -2.126, -0.390], [0.752, 2.894, -1.325], [-0.719, 2.442, -1.349], [-0.099, 3.206, -0.952], [3.017, -0.629, -1.072], [2.246, -1.688, -1.722], [3.094, -1.283, -1.792]], "orbital_gap_ha": [0.366, 0.233], "largest_force_ev_per_a": 6.1, "multiplicity": 2, "e_homo_ev": [-9.370, -9.319]}

---

Entry 7:
{"formula": "C5H16NO5", "method": "ωB97M-V/def2-TZVPD", "elements": ["C", "C", "C", "N", "C", "C", "O", "O", "H", "H", "H", "H", "H", "H", "H", "H", "H", "H", "H", "H", "O", "H", "H", "O", "H", "H", "O"], "coordinates": [[1.650, -0.771, 0.615], [2.654, 0.366, 0.682], [0.627, -0.628, 1.741], [-0.634, -1.110, 1.560], [-1.259, -1.551, 0.312], [-1.654, -0.406, -0.657], [-0.693, -0.040, -1.556], [0.953, -0.227, 2.858], [2.042, -1.777, 0.773], [1.133, -0.725, -0.340], [3.611, 0.057, 0.233], [3.055, 0.495, 1.681], [2.247, 1.249, 0.205], [-1.161, -0.983, 2.410], [-0.553, -2.211, -0.195], [-2.067, -2.214, 0.622], [-1.850, 0.442, 0.016], [-2.557, -0.793, -1.170], [0.541, 2.484, -1.398], [-0.451, 1.487, -1.835], [-0.260, 2.478, -1.941], [0.694, -2.515, -1.820], [0.141, -1.181, -2.426], [0.605, -2.052, -2.653], [-1.549, 3.183, -0.599], [-1.797, 2.296, 0.634], [-1.716, 3.216, 0.361]], "orbital_gap_ha": 0.306, "largest_force_ev_per_a": 2.0, "e_homo_ev": -4.832, "total_charge": -1}

---

Entry 8:
{"formula": "C5H16O2", "method": "ωB97M-V/def2-TZVPD", "elements": ["C", "C", "C", "C", "C", "H", "H", "H", "H", "H", "H", "H", "H", "H", "H", "H", "H", "H", "H", "O", "H", "H", "O"], "coordinates": [[-1.743, 2.600, 0.779], [-1.372, 1.061, 0.885], [-1.183, 0.246, -0.362], [-1.266, -1.308, -0.063], [-0.045, 0.754, -1.315], [-0.849, 2.972, 0.275], [-2.703, 2.778, 0.356], [-1.725, 3.220, 1.813], [-0.440, 1.039, 1.659], [-2.267, 0.573, 1.471], [-2.052, 0.446, -0.967], [-1.909, -1.823, -0.736], [-1.759, -1.576, 0.923], [-0.256, -1.754, 0.079], [-0.190, 1.789, -1.600], [0.260, 0.122, -2.139], [0.988, 0.842, -0.678], [2.444, -1.134, 1.368], [2.693, -2.609, 1.014], [3.201, -1.808, 1.486], [3.381, -2.723, -1.959], [3.645, -1.836, -0.728], [3.148, -1.872, -1.560]], "orbital_gap_ha": [0.096, 0.376], "largest_force_ev_per_a": 4.6, "multiplicity": 2, "e_homo_ev": [0.819, -6.862], "total_charge": -1}

---

Entry 9:
{"formula": "C5H16O3", "method": "ωB97M-V/def2-TZVPD", "elements": ["C", "C", "C", "C", "C", "O", "H", "H", "H", "H", "H", "H", "H", "H", "H", "H", "H", "H", "O", "H", "H", "O", "H", "H"], "coordinates": [[-2.582, 1.873, -0.084], [-1.880, 0.811, -0.856], [-3.078, -0.048, -1.522], [-1.080, -0.101, 0.072], [0.315, 0.029, -0.567], [1.312, -0.293, 0.505], [-3.557, 1.524, 0.374], [-2.242, 2.360, 0.876], [-2.830, 2.743, -0.691], [-1.322, 1.212, -1.733], [-3.427, -0.762, -0.849], [-2.984, -0.493, -2.631], [-3.814, 0.868, -1.711], [-0.959, 0.248, 1.178], [-1.357, -1.084, 0.122], [0.490, -0.598, -1.384], [0.679, 1.080, -0.537], [1.258, -1.292, 0.872], [2.154, -1.442, 3.982], [1.841, -1.110, 3.174], [3.156, -1.200, 4.039], [6.593, -1.845, -0.865], [7.407, -1.366, -0.777], [5.906, -1.116, -0.988]], "orbital_gap_ha": 0.387, "largest_force_ev_per_a": 5.7, "smiles": "CC(C)CCO.O.O", "e_homo_ev": -9.973}

---

Results for energy: -8974.14856 -11025.80239 -11018.54445 -11022.92090 -11022.55580 -13071.12684 -17173.93906 -9537.11295 -11584.16229 (in eV, following the order of the records).
Results for energy above the lowest of the compared OMol25 structures with the same formula, charge and spin: 2.366 1.715 5.336 0.960 1.325 2.756 0.000 1.359 2.738 (in eV, following the order of the records).